Record 1
Formula: C10H11CrN3O6S
Source: the Open Molecules 2025 dataset
Level of theory: wB97M-V/def2-TZVPD

Last column: Mulliken spin population.
Cartesian coordinates (Å):
Cr -0.059 0.808 -0.392  3.1092
O -0.897 -1.764 -3.542  0.0057
C -0.699 -1.107 -2.433  -0.0258
O -0.164 -0.002 -2.375  -0.0166
C -1.164 -1.770 -1.183  0.0288
C -1.788 -2.985 -1.014  -0.0032
C -2.124 -3.355 0.292  0.0137
C -1.839 -2.520 1.362  -0.0089
C -1.213 -1.309 1.099  0.0237
N -0.899 -0.986 -0.141  -0.0561
C -0.805 -0.232 2.097  -0.0032
O -0.886 -0.425 3.280  0.0134
O -0.311 0.833 1.507  -0.0159
H -0.566 -1.251 -4.301  -0.0003
H -2.007 -3.623 -1.859  -0.0003
H -2.615 -4.302 0.465  0.0004
H -2.090 -2.778 2.382  -0.0004
C 2.371 2.917 2.717  0.0011
N 2.321 2.219 1.441  -0.0063
C 2.494 0.920 1.312  0.0079
N 2.899 0.198 2.348  0.0005
S 2.217 0.128 -0.211  -0.0310
H 2.118 3.958 2.548  -0.0001
H 3.374 2.875 3.144  0.0003
H 1.644 2.490 3.412  0.0000
H 1.987 2.715 0.627  -0.0006
H 3.070 0.602 3.254  -0.0002
H 2.990 -0.798 2.239  0.0028
O 0.203 2.784 -0.706  -0.0220
C -1.053 2.885 -0.879  0.0116
O -1.750 1.839 -0.797  -0.0295
H -1.509 3.853 -1.099  0.0011

Summary:
multiplicity: 4
total charge: +1
HOMO (alpha / beta): -0.457 / -0.466 Ha
ΔE to the lowest compared entry with this formula, charge and spin: 0.1 kcal per mole

=====

Record 2
Formula: C10H11F4N2PbSbSe4
Source: the Open Molecules 2025 dataset
Level of theory: wB97M-V/def2-TZVPD

Last column: Mulliken charge in e.
Cartesian coordinates (Å):
Pb -3.776 -11.800 3.838  0.6284
C -1.179 -9.305 3.248  -1.2058
N -1.172 -10.022 4.499  0.5172
C -1.434 -9.032 5.544  -1.1065
C 0.106 -10.711 4.703  -1.1225
C 0.268 -11.957 3.946  -0.4446
N -0.547 -13.048 4.383  -0.3567
C -0.235 -14.245 3.897  0.2767
C -1.225 -15.314 4.004  -0.0761
F -2.408 -15.052 4.588  -0.2507
C -1.049 -16.479 3.327  0.4577
F -2.117 -17.298 3.329  -0.3410
C 0.088 -16.839 2.614  -1.0228
C 1.066 -15.892 2.619  0.4404
F 2.183 -16.044 1.872  -0.3561
C 0.924 -14.618 3.159  0.2913
F 2.058 -13.860 3.110  -0.3588
H -0.348 -8.517 3.173  0.3082
H -2.188 -8.820 3.160  0.3380
H -1.122 -9.993 2.400  0.2899
H -0.576 -8.387 5.617  0.4335
H -1.678 -9.542 6.517  0.1551
H -2.283 -8.362 5.272  0.3469
H 0.168 -10.888 5.755  0.3786
H 0.800 -9.918 4.418  0.4376
H 1.339 -12.199 4.028  0.2619
H 0.035 -11.815 2.889  0.2834
H 0.116 -17.817 2.204  0.4533
Se -4.862 -9.257 4.507  -0.5200
Sb -6.801 -10.596 5.349  0.1207
Se -6.395 -12.689 4.179  -0.5969
Se -5.389 -11.268 7.487  -0.3703
Se -3.351 -12.120 6.665  -0.2902

Summary:
total charge: -2
HOMO: -0.040 Ha

=====

Molar mass across the listed records, respectively: 353.3 880.0 g/mol.